# 1
The following is a quantum chemistry calculation of a structure of composition C20H17ClN4SV, from the Open Molecules 2025 dataset.

Each line ends with the natural charge from an NBO analysis.
Geometry (Å):
V 0.03352 0.96551 1.07581  1.21
N 4.10972 0.15015 1.13554  -0.76
C 2.80306 0.05261 0.87934  0.33
S 1.72864 0.24679 2.31376  0.02
N 2.36141 -0.14631 -0.31979  -0.37
N 0.97210 -0.16158 -0.30015  -0.34
C 0.32064 -1.10324 -0.90692  0.33
C 0.90798 -2.06264 -1.83817  -0.10
C 1.72509 -1.59584 -2.87243  -0.15
C 2.27231 -2.49528 -3.76882  -0.20
C 2.04495 -3.85690 -3.61232  -0.14
C 1.26027 -4.32733 -2.56705  -0.20
C 0.67676 -3.43391 -1.68635  -0.19
C -1.11162 -1.18514 -0.49646  0.16
C -2.02979 -2.05595 -1.04316  -0.18
C -3.30686 -2.12660 -0.48724  -0.09
C -3.63147 -1.32005 0.58487  -0.21
C -2.67647 -0.43142 1.05409  0.09
N -1.45061 -0.37606 0.53893  -0.54
H 4.45959 0.19920 2.07657  0.43
H 4.76579 -0.01685 0.38719  0.43
H 1.91391 -0.53620 -2.97647  0.23
H 2.88395 -2.13568 -4.58446  0.24
H 2.48714 -4.55667 -4.30872  0.24
H 1.10445 -5.38957 -2.44063  0.24
H 0.08189 -3.80927 -0.86315  0.22
H -1.76035 -2.67165 -1.88818  0.27
H -4.03257 -2.81540 -0.89853  0.26
H -4.60731 -1.35862 1.04683  0.26
H -2.89451 0.25034 1.86872  0.22
Cl -1.73713 2.47184 -0.73411  0.14
C -1.45889 3.10789 0.86511  -0.02
C -2.52468 3.49282 1.66200  -0.24
C -2.25057 3.96034 2.93786  -0.10
C -0.93921 4.02489 3.42265  -0.21
C 0.11402 3.63819 2.62582  -0.06
C -0.11181 3.20340 1.29575  -0.26
C 0.93966 2.71522 0.41839  -0.55
H -3.53648 3.44097 1.28449  0.27
H -3.06837 4.27732 3.57161  0.26
H -0.75436 4.39091 4.42291  0.26
H 1.13412 3.69430 2.98483  0.24
H 1.95460 2.80539 0.78577  0.26
H 0.82747 2.88007 -0.64572  0.26

Atoms 1-3, force components in eV/Å:
V 0.3403 -0.1502 0.1365
N -0.0046 -0.0411 -0.0532
C 0.2229 0.1020 0.0134

Output
* HOMO (alpha / beta): -14.706 / -14.746 eV
* spin multiplicity: 2
* net charge: +2

***

# 2
The following is a quantum chemistry calculation of a cluster of 2 separate species, C4H9O2 in total, from the Open Molecules 2025 dataset.

Each line ends with the natural charge from an NBO analysis.
Geometry (Å):
C 1.21859 0.63519 -2.28274  -0.57
C 2.19609 0.33133 -0.98714  0.75
O 2.59496 1.29833 -0.38164  -0.54
O 2.30451 -0.89355 -0.92867  -0.35
H 1.96935 0.57520 -3.06468  0.24
H 0.72065 1.57456 -2.08468  0.24
H 0.47972 -0.14447 -2.42980  0.23
C -1.72052 -0.33487 0.82093  -0.62
C -1.18921 -0.54957 2.24792  -0.61
H -1.81474 -1.21340 0.18805  0.21
H -2.47810 0.43183 0.72425  0.21
H -0.85778 0.07035 0.25195  0.19
H -0.58173 -1.43833 2.37460  0.21
H -2.09706 -0.67693 2.85022  0.20
H -0.74476 0.33434 2.70144  0.21

Atoms 1-3, force components in eV/Å:
C 0.0369 -0.8872 0.0563
C -0.0610 1.2570 0.8460
O -0.1428 -0.2150 -0.3869

Output
* HOMO (alpha / beta): -10.904 / -10.680 eV
* spin multiplicity: 2
* energy relative to the best compared isomer or geometry (same formula, charge and spin): 11.7 kcal per mole

***

# 3
The following is a quantum chemistry calculation of a structure of composition C7H13BCuN4, from the Open Molecules 2025 dataset.

Each line ends with the natural charge from an NBO analysis.
Geometry (Å):
Cu 0.27921 -1.06557 -0.72465  0.90
C -2.47511 -0.54043 -3.58375  -0.79
H -1.46355 -0.71998 -3.96056  0.21
H -2.72945 -1.31986 -2.85865  0.21
H -2.52939 0.44155 -3.11208  0.22
H -3.13175 -0.61202 -4.38425  0.13
H -3.99274 -0.51354 -5.27164  0.02
B 1.80806 -1.00143 1.51725  0.14
N 2.15792 0.26457 0.63631  -0.31
C 2.96453 1.32106 0.84802  0.01
C 2.66183 2.31225 -0.10402  -0.37
C 1.63515 1.75650 -0.90140  -0.02
N 1.35675 0.48928 -0.49870  -0.47
N 0.29035 -0.92950 1.93594  -0.31
C -0.30496 -0.77292 3.13314  0.01
C -1.65785 -0.45099 2.92369  -0.37
C -1.81798 -0.44503 1.51834  -0.02
N -0.65887 -0.78958 0.90394  -0.47
H 2.42868 -0.86560 2.53374  -0.03
H 2.11731 -2.05015 1.00421  -0.04
H 3.68254 1.30731 1.65793  0.23
H 3.11489 3.27373 -0.19831  0.23
H 1.09264 2.22627 -1.70171  0.21
H 0.26795 -0.87972 4.04850  0.23
H -2.39889 -0.25656 3.67543  0.23
H -2.69726 -0.17965 0.96327  0.21

Atoms 1-3, force components in eV/Å:
Cu -0.3654 -0.3038 -0.8913
C 2.2131 -0.1263 2.4671
H -0.1122 0.0775 0.0636

Output
* HOMO (alpha / beta): -8.518 / -8.518 eV
* spin multiplicity: 2
* energy relative to the best compared isomer or geometry (same formula, charge and spin): 27.6 kcal per mole

***

# 4
The following is a quantum chemistry calculation of a cluster of 2 separate species, C5H11O2 in total, from the Open Molecules 2025 dataset.

Each line ends with the natural charge from an NBO analysis.
Geometry (Å):
C -0.39429 1.03008 -1.71778  -0.73
C -1.44397 1.40788 -0.66041  0.75
O -1.09645 2.24593 0.20181  -0.79
O -2.52233 0.78148 -0.76765  -0.79
H -0.16857 -0.03917 -1.61037  0.19
H 0.55008 1.57367 -1.65659  0.18
H -0.74014 1.15179 -2.73727  0.19
C 2.12049 -1.52897 0.62575  -0.40
C 1.44284 -2.84655 1.05101  -0.61
C 1.29084 -0.33753 1.06206  -0.61
H 3.13751 -1.57312 1.03030  0.18
H 2.22098 -1.52444 -0.46086  0.19
H 0.85615 -3.32010 0.26774  0.20
H 0.76156 -2.66641 1.87197  0.20
H 1.26993 -0.25241 2.14889  0.19
H 1.57145 0.63703 0.68662  0.23
H 2.16257 -3.60624 1.36823  0.19
H 0.26443 -0.50558 0.72949  0.23

Atoms 1-3, force components in eV/Å:
C 0.7362 -0.4132 -0.2951
C 0.0080 -0.0153 0.0802
O -0.0629 0.0246 -0.0136

Output
* HOMO: -3.854 eV
* net charge: -1
* energy relative to the best compared isomer or geometry (same formula, charge and spin): 6.6 kcal per mole

***

# 5
The following is a quantum chemistry calculation of a structure of composition C13H26MnNO4P2, from the Open Molecules 2025 dataset.

Each line ends with the natural charge from an NBO analysis.
Geometry (Å):
Mn 0.45399 0.09868 0.72278  1.17
P 1.19235 1.90669 -0.64230  0.76
C 1.03919 1.05904 -2.29374  -0.74
C 0.37903 -0.30005 -2.18832  0.24
N 0.11432 -0.86570 -0.96244  -0.63
C -0.42170 -2.11452 -0.80803  0.26
C -0.56515 -2.93586 -1.91781  -0.23
C -0.23317 -2.41920 -3.18326  -0.11
C 0.21521 -1.10708 -3.31602  -0.24
C -0.79011 -2.57564 0.59638  -0.78
P -1.43091 -1.17695 1.58940  0.81
H 0.45681 -0.64963 -4.27686  0.24
H -0.91603 -3.95958 -1.77164  0.24
H -0.28384 -3.06407 -4.06194  0.24
H -1.60361 -3.30126 0.50224  0.25
H 0.02507 -3.11534 1.09234  0.30
H 0.63832 1.73230 -2.99036  0.26
H 2.09270 0.91830 -2.64774  0.27
H -3.20658 2.46405 -2.25742  0.45
O -3.88131 2.46101 -2.94830  -0.92
H -3.46966 1.86084 -3.65681  0.47
H -3.63206 1.67039 0.88231  0.47
O -2.93672 1.85643 1.52631  -0.94
H -2.62940 2.74831 1.26675  0.47
C -3.18949 -1.41439 1.24055  -0.93
H -3.37127 -2.49113 1.18902  0.24
H -3.75853 -0.98075 2.06465  0.26
H -3.50530 -0.94081 0.30622  0.24
C -1.35518 -1.65793 3.33594  -0.95
H -1.66193 -0.77046 3.90464  0.26
H -2.05587 -2.46020 3.58728  0.24
H -0.35692 -1.93722 3.67474  0.28
C 2.99950 2.15127 -0.84035  -0.91
H 3.15070 2.85707 -1.67312  0.24
H 3.48239 2.51579 0.07316  0.26
H 3.44234 1.18477 -1.12238  0.25
C 0.47944 3.58337 -0.62588  -0.93
H 0.95412 4.15614 0.18490  0.27
H 0.68102 4.09091 -1.57725  0.25
H -0.60462 3.55108 -0.43550  0.24
C 4.07738 -0.10097 2.90630  -0.29
O 3.03085 0.25042 1.95578  -0.56
C 1.99028 -0.59935 1.82172  0.28
O 1.95389 -1.68051 2.39467  -0.67
H 4.93246 -0.49259 2.34211  0.19
H 3.72803 -0.84399 3.63172  0.22
H 4.34998 0.83832 3.40555  0.19

Atoms 1-3, force components in eV/Å:
Mn -0.4150 1.1477 1.4231
P 1.0161 0.2632 -0.3009
C 0.9407 -0.7481 1.2323

Output
* HOMO (alpha / beta): -10.383 / -11.341 eV
* spin multiplicity: 6
* net charge: +1

***

# 6
The following is a quantum chemistry calculation of a structure of composition C6H11NO2, from the Open Molecules 2025 dataset.

Each line ends with the natural charge from an NBO analysis.
Geometry (Å):
C 0.93045 0.71799 0.07587  -0.36
C -1.60813 0.13695 0.34691  -0.55
C 2.08439 -0.15304 -0.35571  -0.61
C 0.66326 1.95071 -0.63369  -0.31
C -0.50992 0.25130 -0.71695  0.43
C -1.39443 -1.07141 1.26365  0.68
N -1.03987 -2.21019 0.62687  -0.83
O -0.40112 -0.55311 -1.65900  -0.67
O -1.56798 -0.99002 2.46572  -0.61
H 0.77154 0.77044 1.14936  0.22
H -0.83410 -2.20117 -0.36383  0.43
H -0.89544 -3.04383 1.17318  0.40
H -1.65583 1.02570 0.97334  0.24
H -2.56006 0.01007 -0.17432  0.24
H 3.02827 0.25791 0.00716  0.21
H 1.96076 -1.15946 0.04486  0.22
H 2.12595 -0.23246 -1.44092  0.23
H 0.48295 2.85105 -0.05703  0.23
H -0.66162 1.57271 -1.09762  0.18
H 1.08092 2.06986 -1.62785  0.23

Atoms 1-3, force components in eV/Å:
C -1.3765 -1.6531 -0.7679
C -0.3118 0.6503 -0.5060
C 0.0478 0.1558 0.1751

Output
* HOMO: -8.845 eV
* energy relative to the best compared isomer or geometry (same formula, charge and spin): 73.5 kcal per mole

***

# 7
The following is a quantum chemistry calculation of an isolated molecule of C4H6N2S2, from the Open Molecules 2025 dataset.

Each line ends with the natural charge from an NBO analysis.
Geometry (Å):
N -0.05525 1.44673 -0.04230  -0.77
C -0.19204 0.10156 -0.02883  0.21
C -1.34497 -0.62478 -0.01897  -0.37
C -2.66250 -0.04972 -0.01141  -0.28
S -4.06727 -0.88111 0.00932  -0.01
C 1.08290 -0.65433 -0.03602  0.06
N 2.18493 -0.01713 0.00687  -0.56
S 3.62710 -0.91441 -0.00104  0.21
H -0.84058 2.04681 0.12932  0.40
H 0.86740 1.82042 0.07416  0.42
H -1.29364 -1.71503 -0.02135  0.23
H -2.72463 1.04985 -0.06576  0.18
H 0.99042 -1.75122 -0.08495  0.18
H 4.42813 0.14235 0.09097  0.12

Atoms 1-3, force components in eV/Å:
N -0.3695 -0.0822 -0.0012
C 0.3464 -0.2181 0.0350
C -0.5602 -0.0228 0.0266

Output
* HOMO: -8.298 eV
* energy relative to the best compared isomer or geometry (same formula, charge and spin): 37.5 kcal per mole
* SMILES string: NC(=C\C=S)/C=N/S

***

# 8
The following is a quantum chemistry calculation of a structure of composition C40H26F3N2O3RuSSb, from the Open Molecules 2025 dataset.

Each line ends with the Mulliken charge.
Geometry (Å):
Ru 0.73559 0.02381 -0.42854  -0.76
C 1.22960 -0.87311 3.77025  -0.87
C 0.97632 0.36555 4.34884  -1.14
C 0.64552 1.44718 3.55116  -0.56
C 0.56618 1.29055 2.16515  0.80
C 0.79709 0.02546 1.59296  1.89
C 1.12942 -1.05411 2.39380  -0.71
C 0.32730 2.38565 1.22422  0.31
C 0.07719 3.72551 1.58531  -1.09
C -0.12022 4.65804 0.61151  -1.32
C -0.01217 4.30012 -0.75344  0.94
C -0.15016 5.23173 -1.80737  -0.85
C 0.03051 4.84208 -3.10480  -0.81
C 0.37834 3.50751 -3.39941  -0.83
C 0.49793 2.57851 -2.40081  -0.61
C 0.27864 2.95746 -1.06200  0.06
N 0.36181 2.02507 -0.05948  0.87
H 1.50709 -1.71264 4.39477  0.53
H 1.05569 0.49124 5.41985  0.46
H 0.47967 2.41366 4.00863  0.50
H 1.33365 -2.02704 1.96363  0.45
H 0.04305 3.99987 2.62865  0.58
H -0.33381 5.68715 0.87238  0.47
H -0.38466 6.26077 -1.56651  0.48
H -0.06401 5.55960 -3.90789  0.48
H 0.56901 3.22152 -4.42542  0.48
H 0.81325 1.56608 -2.63327  0.75
O 2.30954 -3.69341 0.60234  -0.62
S 2.84830 -3.06425 -0.56503  0.93
O 2.73304 -3.72219 -1.82811  -0.63
N 2.19586 -1.51965 -0.67426  0.06
C 3.13767 -0.59885 -0.55344  1.37
O 2.70815 0.60325 -0.52556  -0.69
C 4.50872 -1.07820 -0.38826  -0.46
C 5.69050 -0.37064 -0.26310  -0.48
C 6.85997 -1.10230 -0.09532  -0.66
C 6.83806 -2.49326 -0.05532  -0.59
C 5.64760 -3.20638 -0.18123  -0.72
C 4.49864 -2.46612 -0.34272  0.43
H 5.69877 0.71019 -0.29594  0.57
H 7.80393 -0.58472 0.00458  0.42
H 7.76523 -3.03447 0.07552  0.44
H 5.63253 -4.28710 -0.15184  0.52
F -4.15930 -3.54344 4.59536  -0.31
C -3.62163 -2.79624 3.64058  0.23
C -3.94823 -3.07074 2.32145  -0.75
C -3.38806 -2.29031 1.32639  -0.11
C -2.50416 -1.26546 1.67197  0.07
C -2.19963 -0.99563 3.00329  -0.52
C -2.76256 -1.77237 4.00136  -0.71
Sb -1.69879 -0.12790 0.12519  1.75
C -0.78638 -1.45700 -1.20007  -0.07
C -0.53501 -2.79064 -0.76932  -0.39
C -0.25437 -3.79163 -1.66199  -0.62
C -0.13943 -3.45136 -3.00465  0.49
F 0.19139 -4.38149 -3.86259  -0.31
C -0.36070 -2.15775 -3.49158  -0.94
C -0.70820 -1.18287 -2.59750  0.21
C -3.19349 0.98577 -0.79528  0.81
C -4.46477 0.92382 -0.22069  -0.80
C -5.50824 1.63313 -0.78787  -0.68
C -5.25008 2.40364 -1.90927  0.14
F -6.24470 3.08839 -2.45505  -0.29
C -3.99000 2.49595 -2.48148  -0.95
C -2.94991 1.78677 -1.91132  -0.18
H -4.62945 -3.87915 2.09467  0.47
H -3.63896 -2.49507 0.29172  0.59
H -1.53044 -0.18959 3.27344  0.50
H -2.54980 -1.59630 5.04675  0.51
H -0.57942 -3.02367 0.28905  0.37
H -0.05863 -4.80759 -1.34983  0.42
H -0.27259 -1.97023 -4.55277  0.56
H -0.94505 -0.18972 -2.96564  0.47
H -4.65181 0.32329 0.66146  0.41
H -6.50761 1.60226 -0.37649  0.50
H -3.84331 3.12048 -3.35196  0.53
H -1.96103 1.87348 -2.34184  0.20

Atoms 1-3, force components in eV/Å:
Ru -0.0437 -0.1309 0.0999
C -0.0253 -0.0227 0.0021
C 0.0132 -0.0034 0.0001

Output
* HOMO: -14.078 eV
* net charge: +2
* energy relative to the best compared isomer or geometry (same formula, charge and spin): 0.0 kcal per mole